C23H31Cl2MnN4O3 | wB97M-V/def2-TZVPD

Properties
Molar mass, g mol⁻¹: 537.4
Spin multiplicity: 6
<S²>: 8.762
Total charge: -1
E_LUMO (spin up / spin down), eV: 2.56 / 2.53

```
64
C23H31Cl2MnN4O3 (wB97M-V/def2-TZVPD)
Mn 0.95 -0.98 1.40
Cl 1.69 -1.56 3.47
Cl 1.38 -1.92 -0.64
O -1.13 0.11 2.12
O -0.08 1.40 -0.89
O -2.37 -0.38 -1.21
N -3.07 1.28 2.26
N -0.81 -2.57 1.42
N -2.97 -5.03 -2.04
N -0.95 -0.28 -3.03
C 4.00 2.21 -3.45
C 1.06 1.72 -0.33
C -1.73 0.27 -2.06
C 2.13 1.87 -1.43
C -3.18 1.03 3.69
C 2.62 3.15 -1.69
C -1.05 -1.68 -3.35
C -0.09 0.56 -3.84
C -2.05 0.74 1.57
C -3.99 2.23 1.66
C 1.55 0.98 1.10
C 2.60 0.77 -2.13
C -2.34 -4.88 1.49
C 3.57 3.31 -2.70
C -1.80 -4.36 2.66
C 3.87 0.33 2.02
C 3.52 0.94 -3.16
C 2.75 0.25 1.03
C -1.40 -3.00 0.31
C -2.61 -4.67 -0.99
C -2.14 -4.19 0.29
C 1.35 1.91 2.29
C -1.06 -3.18 2.58
H 3.54 0.36 3.06
H 3.81 0.07 -3.75
H 2.21 -0.22 -1.88
H -0.58 -2.73 3.44
H 0.84 0.04 -4.04
H -1.66 -2.18 -2.59
H 0.32 2.26 2.37
H 2.20 3.99 -1.13
H 2.04 2.76 2.22
H 3.09 -0.13 0.07
H -2.09 0.86 0.47
H 0.93 2.77 0.07
H -2.91 -5.81 1.50
H -5.02 1.86 1.69
H 3.95 4.32 -2.89
H -3.00 1.95 4.25
H 4.52 -0.55 1.95
H -1.91 -4.83 3.63
H -2.46 0.26 3.97
H -3.97 3.18 2.23
H -3.69 2.42 0.62
H 4.50 1.22 1.83
H 1.59 1.40 3.25
H 4.74 2.36 -4.23
H -1.21 -2.42 -0.58
H -0.05 -2.12 -3.36
H 0.11 1.47 -3.27
H -4.21 0.71 3.91
H -0.56 0.83 -4.79
H -1.52 -1.83 -4.33
H -1.78 1.37 -2.12
```

Atomic partial charges in e from the natural (NBO) method, atoms 1 to 4: 1.19 -0.67 -0.66 -0.70

***

C24H47IN6O4P2 | wB97M-V/def2-TZVPD

Properties
SMILES: C#CCC1=CC(=O)C=C(CCCI)C1=O.CN(C)P(=O)(N(C)C)N(C)C.CN(C)P(=O)(N(C)C)N(C)C
Molar mass, g mol⁻¹: 672.5
E_LUMO, eV: -0.79

```
84
C24H47IN6O4P2 (wB97M-V/def2-TZVPD)
I 1.84 -1.41 -4.28
P -0.42 -2.26 2.34
P 1.19 4.59 1.55
O -5.04 -2.75 -7.99
O 0.30 3.43 2.01
O -1.64 -1.93 1.47
O -1.43 -5.68 -6.86
N 2.40 4.25 2.71
N 2.18 5.90 0.89
N -1.29 -3.50 3.17
N 0.11 5.81 2.14
N -0.51 -0.79 3.24
N 1.01 -2.67 3.31
C -1.24 5.38 2.52
C -2.59 -2.44 -7.91
C -1.56 -3.30 -7.56
C 2.18 -2.08 2.59
C 3.62 5.76 0.66
C -2.94 -4.27 -5.49
C -2.32 -3.74 -3.03
C 0.44 -1.80 -7.04
C 0.49 6.90 3.03
C -0.08 -2.96 -8.04
C -1.62 -3.59 4.57
C 2.89 5.10 3.79
C -3.98 -3.42 -5.85
C -1.51 -4.73 2.42
C -1.36 0.28 2.68
C 1.63 6.19 -0.47
C -0.60 -0.69 4.69
C 0.46 -2.47 -5.58
C -2.73 -4.88 -4.05
C -2.16 -3.02 -2.05
C -1.90 -4.56 -6.66
C -4.02 -2.85 -7.33
C 1.42 -4.06 3.55
C 3.23 3.08 2.46
H 1.43 -1.37 -7.34
H -2.42 -1.51 -8.52
H 0.10 -1.35 5.20
H 3.85 4.95 -0.04
H -2.00 -4.58 4.85
H 2.33 -4.07 4.16
H 2.05 -1.00 2.43
H 4.20 5.59 1.57
H 3.90 2.83 3.29
H 0.56 6.57 4.07
H -1.22 4.83 3.47
H 2.60 2.20 2.30
H -3.68 -5.38 -3.72
H 3.84 3.20 1.57
H -1.17 1.24 3.16
H -2.40 -2.88 4.85
H 1.76 5.32 -1.13
H 3.80 4.70 4.25
H -1.91 6.23 2.64
H -0.75 -3.43 5.23
H 1.42 7.38 2.74
H -2.17 -5.43 2.93
H -1.68 4.75 1.76
H 3.15 6.10 3.45
H -1.83 -5.59 -4.07
H -1.16 0.42 1.63
H 0.57 6.43 -0.43
H -1.61 -0.89 5.05
H -0.33 0.32 5.02
H -0.57 -5.25 2.21
H 2.15 5.18 4.59
H 4.02 6.69 0.25
H -1.98 -4.51 1.45
H -0.04 -2.64 -9.12
H -2.02 -2.59 -0.99
H -0.40 -1.03 -7.02
H 0.71 -3.58 -5.64
H -0.27 7.69 3.00
H 0.56 -3.89 -7.88
H -2.43 0.04 2.81
H 2.30 -2.54 1.60
H 1.64 -4.60 2.62
H -4.75 -3.12 -5.08
H 2.13 7.05 -0.93
H 3.11 -2.21 3.15
H 0.71 -4.64 4.12
H -0.58 -2.44 -5.10
```

Atomic partial charges in e from the Mulliken method, atoms 1 to 4: -0.02 0.91 0.86 -0.52